(1)
{
  "formula": "C47H94O31S8",
  "method": "the ωB97M-V functional and the def2-TZVPD basis",
  "symbols": ["C", "O", "C", "O", "O", "C", "H", "H", "H", "H", "H", "H", "C", "O", "C", "O", "O", "C", "H", "H", "H", "H", "H", "H", "C", "O", "C", "O", "O", "C", "H", "H", "H", "H", "H", "H", "C", "O", "C", "O", "O", "C", "H", "H", "H", "H", "H", "H", "C", "O", "C", "O", "O", "C", "H", "H", "H", "H", "H", "H", "C", "C", "C", "S", "O", "O", "C", "H", "H", "H", "H", "H", "H", "H", "H", "C", "C", "C", "S", "O", "O", "C", "H", "H", "H", "H", "H", "H", "H", "H", "C", "C", "C", "S", "O", "O", "C", "H", "H", "H", "H", "H", "H", "H", "H", "C", "C", "C", "S", "O", "O", "C", "H", "H", "H", "H", "H", "H", "H", "H", "C", "C", "C", "S", "O", "O", "C", "H", "H", "H", "H", "H", "H", "H", "H", "C", "C", "C", "S", "O", "O", "C", "H", "H", "H", "H", "H", "H", "H", "H", "C", "C", "C", "S", "O", "O", "C", "H", "H", "H", "H", "H", "H", "H", "H", "C", "C", "C", "S", "O", "O", "C", "H", "H", "H", "H", "H", "H", "H", "H"],
  "xyz": [[-1.128, 5.252, -0.594], [-0.608, 6.501, -0.904], [0.044, 7.210, 0.074], [0.222, 6.790, 1.187], [0.455, 8.363, -0.427], [1.492, 9.036, 0.235], [-1.865, 5.312, 0.187], [-0.384, 4.604, -0.123], [-1.519, 4.668, -1.414], [1.142, 9.954, 0.666], [2.038, 9.343, -0.640], [1.982, 8.290, 0.846], [0.082, -4.497, -2.997], [1.327, -4.930, -3.444], [1.417, -5.645, -4.596], [0.509, -5.932, -5.349], [2.706, -6.006, -4.714], [3.007, -6.892, -5.761], [0.198, -3.938, -2.068], [-0.545, -5.358, -2.823], [-0.491, -3.783, -3.576], [4.056, -6.867, -6.000], [2.500, -6.630, -6.687], [2.817, -7.938, -5.505], [-2.653, 2.741, -3.813], [-3.067, 1.710, -4.673], [-4.056, 1.967, -5.484], [-4.779, 2.931, -5.504], [-4.202, 0.901, -6.329], [-5.287, 0.958, -7.237], [-3.538, 3.222, -3.423], [-2.110, 3.552, -4.319], [-2.023, 2.360, -3.021], [-4.985, 1.512, -8.109], [-6.150, 1.401, -6.750], [-5.470, -0.016, -7.679], [-3.985, 2.778, 5.200], [-3.145, 3.544, 4.292], [-1.848, 3.140, 4.109], [-1.340, 2.172, 4.629], [-1.276, 4.015, 3.313], [0.093, 3.830, 3.083], [-4.152, 1.832, 4.680], [-4.890, 3.364, 5.235], [-3.422, 2.626, 6.139], [0.703, 3.900, 3.998], [0.459, 4.670, 2.483], [0.348, 2.910, 2.581], [2.421, 2.273, 8.740], [2.502, 1.753, 7.448], [1.673, 0.805, 7.031], [0.910, 0.183, 7.744], [1.848, 0.710, 5.680], [1.012, -0.168, 4.879], [3.354, 2.795, 8.987], [2.440, 1.472, 9.482], [1.493, 2.779, 8.903], [0.962, -1.202, 5.196], [1.413, -0.106, 3.872], [0.076, 0.339, 4.928], [4.692, -2.433, -1.080], [3.708, -3.184, -2.001], [3.094, -2.142, -2.963], [4.151, -0.729, -2.928], [3.515, 0.259, -2.049], [4.515, -0.371, -4.264], [5.426, -1.442, -2.032], [5.432, -3.079, -0.617], [4.074, -2.008, -0.284], [2.954, -3.689, -1.386], [4.187, -3.907, -2.657], [2.075, -1.963, -2.590], [3.007, -2.446, -4.000], [6.051, -0.613, -1.686], [6.004, -2.005, -2.770], [1.746, 5.513, -3.412], [2.208, 4.696, -2.138], [2.439, 3.240, -2.637], [1.446, 3.003, -4.048], [0.441, 1.942, -3.886], [2.335, 2.947, -5.213], [0.664, 4.600, -4.005], [2.588, 5.580, -4.123], [1.369, 6.519, -3.260], [1.433, 4.657, -1.358], [3.095, 5.107, -1.659], [2.073, 2.543, -1.886], [3.476, 3.160, -2.946], [-0.157, 4.543, -3.292], [0.305, 4.850, -4.995], [2.897, -5.320, 4.642], [3.222, -6.011, 3.298], [2.862, -5.045, 2.155], [2.657, -3.418, 2.844], [1.278, -3.080, 3.082], [3.550, -2.460, 2.194], [3.265, -3.811, 4.438], [3.406, -5.784, 5.492], [1.813, -5.360, 4.797], [2.835, -7.030, 3.189], [4.266, -6.246, 3.272], [1.880, -5.324, 1.772], [3.622, -5.066, 1.368], [2.793, -3.172, 5.179], [4.347, -3.711, 4.369], [3.253, 2.022, 1.888], [3.758, 3.033, 0.792], [5.285, 3.008, 1.003], [5.746, 1.333, 1.369], [6.564, 1.397, 2.574], [6.250, 0.733, 0.136], [4.090, 0.777, 1.662], [2.211, 1.718, 1.777], [3.454, 2.373, 2.910], [3.449, 4.080, 0.831], [3.489, 2.633, -0.188], [5.623, 3.593, 1.851], [5.897, 3.286, 0.154], [4.043, 0.073, 2.497], [3.795, 0.395, 0.702], [-3.397, -3.324, -4.804], [-3.402, -1.799, -4.752], [-2.641, -1.425, -3.460], [-3.315, -2.514, -2.212], [-4.517, -1.867, -1.659], [-2.251, -2.977, -1.338], [-3.814, -3.769, -3.373], [-2.447, -3.820, -5.015], [-4.158, -3.758, -5.463], [-4.360, -1.320, -4.656], [-2.768, -1.343, -5.492], [-2.730, -0.428, -2.985], [-1.598, -1.715, -3.544], [-4.888, -3.856, -3.283], [-3.405, -4.687, -2.958], [-5.705, 2.063, -0.838], [-4.779, 3.127, -0.145], [-5.234, 3.123, 1.330], [-5.532, 1.427, 1.781], [-6.696, 1.382, 2.603], [-4.272, 0.890, 2.264], [-5.787, 0.863, 0.125], [-5.282, 1.673, -1.758], [-6.718, 2.458, -0.962], [-4.905, 4.160, -0.475], [-3.705, 2.863, -0.152], [-6.181, 3.663, 1.406], [-4.582, 3.502, 2.128], [-6.755, 0.331, 0.147], [-5.036, 0.114, -0.109], [-1.764, -3.825, 2.925], [-3.275, -4.038, 2.739], [-3.427, -5.477, 2.389], [-2.235, -6.370, 3.382], [-1.447, -7.270, 2.509], [-2.867, -6.822, 4.615], [-1.247, -4.919, 3.759], [-1.510, -2.841, 3.325], [-1.192, -3.849, 1.996], [-3.759, -3.377, 2.013], [-3.764, -3.868, 3.700], [-3.151, -5.692, 1.359], [-4.419, -5.870, 2.516], [-0.197, -5.154, 3.634], [-1.383, -4.734, 4.811], [0.200, -0.696, 1.154], [0.537, -1.330, -0.250], [0.351, -0.132, -1.253], [-0.775, 1.060, -0.570], [-2.034, 1.179, -1.262], [0.023, 2.237, -0.269], [-1.030, 0.186, 0.946], [1.079, -0.138, 1.527], [0.024, -1.456, 1.929], [-0.186, -2.150, -0.401], [1.563, -1.753, -0.325], [-0.140, -0.303, -2.215], [1.262, 0.442, -1.462], [-1.948, -0.398, 0.984], [-1.157, 0.996, 1.693]],
  "lumo_ev": 0.12,
  "energy_ha": -7365.085722,
  "homo_lumo_gap_ev": 10.378,
  "e_above_lowest_ev": 0.000,
  "total_charge": 0
}



(2)
{
  "formula": "CH3FOS",
  "method": "the ωB97M-V functional and the def2-TZVPD basis",
  "symbols": ["C", "O", "F", "S", "H", "H", "H"],
  "xyz": [[0.338, 0.267, -0.004], [1.160, -0.747, -0.360], [-2.339, 0.767, -0.046], [-1.526, -0.616, 0.301], [0.526, 0.772, 0.844], [0.321, 0.938, -0.964], [1.521, -1.381, 0.228]],
  "lumo_ev": 0.09,
  "energy_ha": -613.115023,
  "homo_lumo_gap_ev": 9.146,
  "e_above_lowest_ev": 1.778,
  "smiles": "OCSF",
  "total_charge": 0
}



(3)
{
  "formula": "C9H8I2O",
  "method": "the ωB97M-V functional and the def2-TZVPD basis",
  "symbols": ["C", "C", "C", "C", "C", "C", "C", "C", "C", "O", "I", "I", "H", "H", "H", "H", "H", "H", "H", "H"],
  "xyz": [[1.998, 0.441, 2.315], [2.359, -0.620, 1.522], [1.165, 1.485, 1.828], [1.718, -0.777, 0.251], [0.599, 1.422, 0.572], [0.900, 0.259, -0.228], [0.204, -0.059, -1.429], [-2.672, -0.494, -2.116], [-1.859, -0.604, -0.877], [0.222, -0.160, -2.581], [-1.455, -2.535, -0.097], [-2.569, 0.604, 0.792], [2.502, 0.815, 3.285], [2.940, -1.500, 1.967], [0.720, 2.262, 2.436], [1.790, -1.569, -0.418], [-0.043, 2.164, 0.083], [-3.465, -1.194, -2.353], [-3.140, 0.578, -2.086], [-1.914, -0.519, -2.867]],
  "lumo_ev": [-0.11, -0.11],
  "energy_ha": -1018.260750,
  "homo_lumo_gap_ev": [7.908, 7.907],
  "e_above_lowest_ev": 0.728,
  "total_charge": 0
}



(4)
{
  "formula": "C22H37ClNPSr",
  "method": "the ωB97M-V functional and the def2-TZVPD basis",
  "symbols": ["C", "C", "C", "H", "C", "C", "H", "H", "H", "H", "Sr", "Cl", "C", "C", "C", "H", "C", "C", "H", "H", "H", "H", "C", "C", "C", "C", "P", "N", "C", "C", "C", "C", "C", "C", "C", "C", "H", "H", "H", "H", "H", "H", "H", "H", "H", "H", "H", "H", "H", "H", "H", "H", "H", "H", "H", "H", "H", "H", "H", "H", "H", "H", "H"],
  "xyz": [[0.893, -2.018, 0.812], [0.939, -2.182, -0.560], [-0.386, -2.263, -1.066], [1.870, -2.151, -1.151], [-1.266, -2.124, 0.031], [-0.450, -1.957, 1.162], [-0.800, -2.090, 2.199], [1.724, -2.009, 1.552], [-0.684, -2.121, -2.121], [-2.364, -1.971, 0.009], [-0.349, 0.415, -0.555], [0.783, 1.810, 1.058], [0.109, 2.923, -4.684], [-1.132, 2.278, -5.032], [-0.819, 1.034, -5.688], [-2.123, 2.672, -4.861], [0.616, 0.910, -5.748], [1.190, 2.078, -5.127], [2.245, 2.295, -5.038], [0.212, 3.888, -4.208], [-1.533, 0.329, -6.091], [1.165, 0.097, -6.201], [1.719, 2.868, 3.549], [1.922, 1.356, 3.740], [2.976, 0.656, 2.923], [2.027, 1.203, 5.244], [-0.073, 0.008, 3.601], [-1.030, -0.054, 2.352], [0.439, -1.557, 4.694], [0.275, -1.214, 6.199], [-0.374, -2.807, 4.409], [1.879, -1.990, 4.416], [-2.311, -0.118, 3.509], [-2.381, -0.277, 5.062], [-2.906, 1.285, 3.279], [-3.110, -1.277, 2.920], [2.713, 3.299, 3.851], [0.864, 3.232, 4.178], [1.515, 3.313, 2.578], [3.074, 0.945, 1.875], [3.931, 0.891, 3.435], [2.914, -0.455, 2.870], [1.122, 1.663, 5.705], [2.172, 0.142, 5.569], [2.918, 1.825, 5.405], [-0.757, -1.366, 6.540], [0.919, -1.941, 6.706], [0.591, -0.209, 6.510], [-0.157, -3.226, 3.422], [0.017, -3.501, 5.165], [-1.460, -2.701, 4.549], [1.998, -2.350, 3.375], [2.661, -1.244, 4.631], [2.011, -2.836, 5.101], [-1.764, 0.427, 5.623], [-3.438, -0.018, 5.280], [-2.203, -1.300, 5.433], [-2.728, 1.594, 2.217], [-3.991, 1.178, 3.532], [-2.371, 2.022, 3.937], [-3.190, -1.136, 1.826], [-2.642, -2.260, 3.113], [-4.089, -1.226, 3.426]],
  "lumo_ev": [4.42, 4.42],
  "energy_ha": -1747.218836,
  "homo_lumo_gap_ev": [3.733, 3.730],
  "e_above_lowest_ev": 0.000,
  "total_charge": -2
}



(5)
{
  "formula": "C5H9P",
  "method": "the ωB97M-V functional and the def2-TZVPD basis",
  "symbols": ["C", "C", "C", "C", "C", "P", "H", "H", "H", "H", "H", "H", "H", "H", "H"],
  "xyz": [[0.464, 0.584, 1.148], [0.763, 0.313, -0.979], [-0.561, -1.373, 0.085], [0.781, -0.573, 0.287], [-0.274, 1.203, -0.069], [-1.825, 0.153, 0.041], [-0.091, 0.464, 1.988], [1.348, 1.267, 1.534], [1.689, 0.962, -1.033], [0.279, -0.174, -1.940], [-0.696, -1.826, -0.803], [-0.911, -1.973, 0.942], [1.690, -1.291, 0.297], [-0.545, 2.318, -0.060], [-2.110, -0.053, -1.440]],
  "lumo_ev": 1.05,
  "energy_ha": -537.167842,
  "homo_lumo_gap_ev": 10.020,
  "e_above_lowest_ev": 1.238,
  "smiles": "C1P[C@H]2C[C@@H]1C2",
  "total_charge": 0
}